Entry 1:
Here is a molecular structure, C17H40InN4O6 from the OMol25 dataset. Energies are from wB97M-V/def2-TZVPD.

Geometry as XYZ:
```
68
C17H40InN4O6 | the OMol25 dataset | wB97M-V/def2-TZVPD
C -1.85004 -6.06236 3.24291
C -1.19294 -5.37087 2.04016
C 0.31977 -5.40472 1.95270
O 0.87948 -5.11675 0.91393
O 1.05797 -5.80011 3.01239
C 0.91464 -5.03070 4.24816
C 0.93827 -3.52022 4.02048
In -0.98892 -2.51290 4.63692
H -1.26617 -6.90792 3.60534
H -2.02660 -5.35568 4.05474
H -2.84013 -6.41566 2.94079
H -1.52995 -5.86144 1.12434
H -1.49159 -4.31932 2.00995
H 0.02085 -5.34682 4.78552
H 1.77400 -5.34663 4.84597
H 1.25073 -3.28665 3.00016
H 1.69869 -3.09595 4.68257
H -2.02373 -2.14097 3.29687
H -1.78909 -3.63366 5.79500
H -0.58995 -0.98998 5.50618
C -2.40867 -0.03693 -0.09224
C -3.43956 -0.57584 0.87119
O -3.39673 -1.71035 1.30055
N -4.43170 0.28046 1.26471
C -4.63635 1.65464 0.86187
H -1.69334 -0.83152 -0.28652
H -2.86556 0.27606 -1.03087
H -1.88093 0.81172 0.34631
H -5.07434 -0.13140 1.92134
H -4.59810 2.31719 1.73120
H -5.61259 1.77367 0.38465
H -3.87540 1.95989 0.15206
C -4.13917 2.88954 -4.37969
C -3.08685 2.46354 -3.38182
O -3.38049 2.01740 -2.28301
N -1.78931 2.59164 -3.74906
C -1.24297 3.09420 -4.99797
H -5.11458 2.72261 -3.93364
H -4.03550 3.94749 -4.62310
H -4.06423 2.30440 -5.29692
H -1.14269 2.28990 -3.03705
H -0.64265 2.31350 -5.47176
H -0.60895 3.95750 -4.79553
H -2.03702 3.38704 -5.67635
C 4.52653 -1.08537 3.13550
C 4.63145 -2.48273 3.70302
O 4.58178 -2.69793 4.89966
N 4.75332 -3.50865 2.81828
C 4.79440 -3.45108 1.37318
H 4.41989 -0.39365 3.96500
H 5.42126 -0.82631 2.56635
H 3.65211 -0.99766 2.48995
H 4.79376 -4.41338 3.25943
H 3.95998 -4.01332 0.94962
H 5.72687 -3.88177 0.99918
H 4.72650 -2.42330 1.03238
C 2.45684 5.32234 -4.47333
C 1.34985 6.34920 -4.54180
O 0.17964 6.05083 -4.36770
N 1.70443 7.63426 -4.80496
C 3.03091 8.17127 -5.03461
H 2.01291 4.35617 -4.25545
H 2.98935 5.26010 -5.42299
H 3.16673 5.56806 -3.68322
H 0.92173 8.26820 -4.83510
H 3.26674 8.93314 -4.28981
H 3.08990 8.62922 -6.02353
H 3.77550 7.38532 -4.97245
```

As for the gap between HOMO and LUMO: 5.80 eV. As for the energy: -41696.8385 eV. The multiplicity is 1. The HOMO energy is -4.2 eV. The total charge is -1. The lowest unoccupied orbital energy is 1.58 eV.

=====

Entry 2:
Here is 6 unconnected molecules or ions with the total composition C17H41BrN5O7P from the OMol25 dataset. Energies are from wB97M-V/def2-TZVPD.

Geometry as XYZ:
```
72
C17H41BrN5O7P | the OMol25 dataset | wB97M-V/def2-TZVPD
O -1.14406 4.36415 -2.50397
C -1.08224 3.22188 -2.82996
Br 0.51465 2.57291 -3.78514
C -1.99948 2.12319 -2.49527
P -1.27323 1.12332 -0.95353
O -0.64414 0.21013 0.34629
H -2.10816 1.43488 -3.33108
H -2.97867 2.54075 -2.25800
H -0.18121 2.00095 -0.87781
H -2.43306 1.42836 -0.23571
H -1.19280 -0.01331 -1.75207
H -0.18627 0.81888 0.94126
C 6.21119 4.54706 -3.28585
N 5.45043 3.41566 -2.79865
C 4.14306 3.37793 -2.42244
C 3.35938 4.66762 -2.51258
O 3.64258 2.33656 -2.03026
H 6.59122 4.35757 -4.29125
H 7.05892 4.75780 -2.63153
H 5.58287 5.43073 -3.32201
H 5.91868 2.52695 -2.71735
H 2.34385 4.47885 -2.18112
H 3.80684 5.43244 -1.87621
H 3.33090 5.03498 -3.53892
C -2.02208 -4.24595 -2.56504
N -2.39834 -2.88604 -2.23862
C -3.59659 -2.28442 -2.41095
C -4.71450 -3.10129 -3.01152
O -3.76109 -1.11632 -2.07774
H -1.71821 -4.78642 -1.66769
H -1.19365 -4.25828 -3.27460
H -2.86121 -4.76993 -3.01058
H -1.70506 -2.29635 -1.80357
H -5.59622 -2.47152 -3.07436
H -4.45210 -3.44897 -4.01123
H -4.93849 -3.96725 -2.38817
C 4.84602 -0.47804 2.43279
N 3.81637 0.38404 2.98372
C 2.80894 1.00634 2.32741
C 2.72190 0.80831 0.83633
O 1.97942 1.67537 2.93221
H 4.74168 -1.47900 2.84753
H 5.84237 -0.09425 2.66091
H 4.73937 -0.54462 1.35532
H 3.79743 0.52533 3.98138
H 1.85564 1.35156 0.47674
H 3.59986 1.19394 0.31872
H 2.60127 -0.24898 0.59717
C -5.40328 1.34749 0.56711
N -4.98989 -0.03657 0.62643
C -4.79114 -0.80695 1.72629
C -5.01157 -0.16213 3.07775
O -4.44882 -1.97443 1.62366
H -6.33937 1.45117 0.01524
H -4.64904 1.96004 0.06743
H -5.55173 1.74279 1.56709
H -4.81098 -0.51780 -0.24576
H -4.81257 -0.90771 3.84108
H -4.33893 0.68431 3.22231
H -6.03855 0.19016 3.18196
C 0.38531 -3.62136 4.78038
N 1.74310 -3.63371 4.27485
C 2.17994 -3.28719 3.03697
C 1.14462 -2.82887 2.03541
O 3.36836 -3.33648 2.75520
H 0.29555 -2.94859 5.63457
H 0.07819 -4.62054 5.09359
H -0.29793 -3.28125 4.00917
H 2.48023 -3.92840 4.89577
H 1.65651 -2.59176 1.10783
H 0.40786 -3.61051 1.84626
H 0.62016 -1.93919 2.38636
```

As for the gap between HOMO and LUMO: 9.63 eV. As for the energy: -119409.5231 eV. The multiplicity is 1. The HOMO energy is -9.1 eV. The lowest unoccupied orbital energy is 0.56 eV.

=====

Entry 3:
Here is a molecular structure, C17H41BrN6O10P4SiV from the OMol25 dataset. Energies are from wB97M-V/def2-TZVPD.

Geometry as XYZ:
```
81
C17H41BrN6O10P4SiV | the OMol25 dataset | wB97M-V/def2-TZVPD
V 0.00767 0.28741 -0.77463
C -0.08861 0.09825 3.75600
N 0.95522 -0.88956 4.02924
C 0.46345 -2.26225 3.97751
P 2.48754 -0.58447 3.52672
O 2.84217 0.83829 3.63421
O 2.63593 -1.18335 2.03879
P 3.04035 -0.52812 0.62505
O 1.88670 0.20432 0.04473
N 3.67175 -1.83395 -0.10992
C 3.15047 -3.19137 0.05825
C 4.50111 -1.66155 -1.30457
N 4.27400 0.51607 0.82788
C 4.11512 1.95266 0.65686
C 5.45370 0.11144 1.56945
N 3.47702 -1.62598 4.34375
C 3.57072 -1.43018 5.77933
C 3.98521 -2.89711 3.87219
H -0.87864 -0.01204 4.50228
H -0.52089 -0.04141 2.76041
H 0.32616 1.09959 3.83373
H -0.31733 -2.38723 4.73137
H 1.26773 -2.96327 4.20072
H 0.05539 -2.50641 2.99475
H 2.35200 -3.21676 0.79527
H 3.96225 -3.85178 0.38412
H 2.75375 -3.55031 -0.89062
H 4.84626 -0.63173 -1.37471
H 3.93263 -1.92132 -2.19768
H 5.37535 -2.31507 -1.22209
H 3.25379 2.15657 0.02576
H 5.00841 2.35164 0.16845
H 3.98502 2.44303 1.62589
H 5.48678 -0.97431 1.66137
H 5.44226 0.54866 2.57264
H 6.35671 0.43676 1.04510
H 3.24211 -0.42584 6.04103
H 4.60885 -1.54482 6.10305
H 2.95424 -2.15444 6.32587
H 3.86530 -2.98427 2.79667
H 3.46543 -3.73876 4.34742
H 5.04946 -2.98247 4.11298
O -0.18418 -3.79625 1.03845
P -0.73564 -2.75162 -0.07169
O -2.16950 -3.00200 -0.32105
O -0.24315 -1.39823 0.39346
O 0.16069 -3.19575 -1.33531
P 0.64016 -2.33746 -2.62834
O -0.30026 -2.87853 -3.80232
O 2.03436 -2.68454 -2.93825
O 0.23636 -0.89902 -2.34690
H -0.80483 -4.53289 1.07690
H -1.22063 -2.61635 -3.66201
C 0.97182 2.99060 1.75738
C -0.46914 2.65290 1.55445
C -1.48717 3.34266 2.18834
C -2.80972 3.02249 1.86752
C -3.09441 2.07469 0.91748
C -2.01312 1.41328 0.28734
N -0.74333 1.67658 0.68702
N -2.02744 0.52299 -0.71803
Si -3.44937 0.04103 -1.58826
C -2.97397 -1.14606 -2.94667
C -4.71320 -0.80540 -0.49226
C -4.21907 1.55797 -2.39283
H 1.08744 3.79343 2.48556
H 1.38502 3.30634 0.79713
H 1.54449 2.12834 2.09689
H -1.25228 4.12203 2.89957
H -3.62244 3.54476 2.36017
H -4.11225 1.84295 0.64109
H -2.70936 -2.09370 -2.46951
H -2.13710 -0.74193 -3.51938
H -3.82043 -1.31303 -3.61760
H -4.25088 -1.70001 -0.07036
H -5.58404 -1.10630 -1.08230
H -5.06523 -0.17428 0.32624
H -3.48889 2.03106 -3.05373
H -4.53455 2.30535 -1.66217
H -5.09280 1.27908 -2.98864
Br 0.66883 2.34208 -2.09002
```

As for the gap between HOMO and LUMO (spin up / spin down): 7.31 / 7.38 eV. As for the energy: -188495.6071 eV. The value obtained for the energy relative to the best compared isomer or geometry (same formula, charge and spin) is 0.00 kcal per mole. The multiplicity is 3. The HOMO energy (spin up / spin down) is -5.0 / -5.1 eV. The total charge is -1. The lowest unoccupied orbital energy (spin up / spin down) is 2.31 / 2.31 eV.

=====

Entry 4:
Here is a molecular structure, C17H41FO17S5 in a non-equilibrium geometry from the OMol25 dataset. Energies are from wB97M-V/def2-TZVPD.

Geometry as XYZ:
```
81
C17H41FO17S5 | the OMol25 dataset | wB97M-V/def2-TZVPD
C 3.63456 -0.24746 -0.82319
C 3.41046 -1.83185 -0.77649
O 3.45108 -2.36610 0.55008
C 2.04936 -2.18336 -1.52060
C 0.88768 -1.38768 -0.81759
O 0.52588 -0.07102 -1.32839
S -0.44944 0.46254 -0.08942
O 0.21780 1.00330 1.12959
O -1.21613 1.61286 -0.62475
O -1.28282 -0.99430 0.05575
C -0.46385 -2.10268 -0.41708
F -0.20795 -2.79629 0.78455
H 2.98705 0.26500 -0.04243
H 3.25038 0.13359 -1.81444
H 4.69718 0.04500 -0.61736
H 4.28651 -2.27878 -1.34273
H 4.22341 -1.97993 0.99839
H 2.16699 -1.78278 -2.58748
H 1.87271 -3.28605 -1.62107
H 1.30850 -1.11843 0.20481
H -1.01124 -2.72966 -1.17020
O -4.84616 4.02900 3.98252
S -4.77111 2.59419 4.07021
O -4.11824 1.94005 5.17143
O -4.16687 2.01968 2.68925
C -2.88824 2.50000 2.25256
C -1.75163 1.93099 3.08244
C -6.39638 1.91971 3.90737
H -2.87119 3.59327 2.25642
H -2.76834 2.18077 1.21702
H -1.80502 2.27885 4.11554
H -0.78827 2.23371 2.67873
H -1.79984 0.84051 3.10735
H -6.89140 2.38034 3.05556
H -6.93857 2.14600 4.82472
H -6.32013 0.84231 3.77857
O -8.27162 0.24215 2.02783
S -9.48874 -0.47679 1.75804
O -10.15794 -1.23448 2.77859
O -9.26014 -1.42115 0.47038
C -8.18874 -2.37064 0.50591
C -8.49887 -3.54516 1.41636
C -10.66059 0.62703 1.02869
H -7.25563 -1.88059 0.79669
H -8.05680 -2.73470 -0.51420
H -8.57824 -3.22848 2.45704
H -7.71205 -4.29920 1.35588
H -9.45254 -4.00105 1.14317
H -10.17661 1.18493 0.22936
H -10.99995 1.30624 1.80970
H -11.50061 0.04798 0.64957
O 6.01371 0.00486 2.80175
S 6.90639 1.10987 3.03518
O 7.00465 2.20767 2.11372
O 8.38662 0.53353 3.32007
C 8.98821 -0.31195 2.33416
C 9.43718 0.46888 1.11202
C 6.59928 1.76594 4.64698
H 8.30541 -1.12006 2.05822
H 9.85898 -0.77251 2.80330
H 8.58547 0.89528 0.58042
H 9.97532 -0.17781 0.41653
H 10.08492 1.29798 1.40312
H 6.55622 0.94800 5.36351
H 5.64278 2.28591 4.61142
H 7.39351 2.46626 4.89882
O 2.60289 -0.44672 -4.47591
S 2.16280 -0.57708 -5.84073
O 2.41676 -1.76788 -6.60306
O 2.67831 0.70077 -6.67749
C 4.08304 0.98079 -6.69567
C 4.84810 -0.00098 -7.56482
C 0.43305 -0.22424 -5.92344
H 4.48025 1.00022 -5.67728
H 4.19837 1.98539 -7.10524
H 4.80631 -1.00997 -7.15258
H 5.89847 0.28610 -7.63921
H 4.41722 -0.04278 -8.56704
H 0.22920 0.69511 -5.37748
H -0.09352 -1.05959 -5.46357
H 0.14250 -0.13233 -6.96832
```

As for the gap between HOMO and LUMO: 10.45 eV. As for the energy: -109990.6219 eV. The multiplicity is 1. The HOMO energy is -10.2 eV. The lowest unoccupied orbital energy is 0.26 eV.